Formula: C31H47ClO17PS2
Source: OMol25
Level of theory: the ωB97M-V functional and the def2-TZVPD basis

Structure (ORCA input):
```
! wB97M-V def2-TZVPD RIJCOSX def2/J DEFGRID3
* xyz 1 1
O 8.402 0.899 2.603
S 7.794 1.501 3.741
O 7.968 0.793 4.963
Cl 8.524 3.411 3.859
C 6.023 1.658 3.462
C 5.330 0.287 3.609
C 4.303 0.006 2.487
C 3.038 0.889 2.647
P 1.639 0.382 1.517
S 2.417 -1.031 0.169
C 0.373 -0.494 2.502
C -0.868 0.325 2.856
C -1.004 1.691 2.668
C -2.163 2.306 3.074
C -3.192 1.610 3.657
C -3.091 0.237 3.818
C -1.918 -0.376 3.415
H 5.615 2.333 4.224
H 5.829 2.106 2.481
H 6.048 -0.541 3.603
H 4.788 0.231 4.561
H 4.062 -1.059 2.572
H 4.735 0.205 1.500
H 2.714 0.788 3.689
H 3.273 1.924 2.372
H 1.182 1.502 0.807
H 2.668 -2.053 1.024
H 0.096 -1.442 2.027
H 0.862 -0.774 3.450
H -0.207 2.271 2.208
H -2.295 3.382 2.972
H -4.094 2.114 3.997
H -3.888 -0.367 4.244
H -1.831 -1.456 3.552
C -1.838 -5.363 3.701
C -3.176 -5.243 4.388
C -4.252 -6.123 3.806
O -5.440 -5.405 4.158
C -5.103 -4.096 4.246
O -5.878 -3.201 4.343
O -3.749 -3.937 4.207
H -1.110 -4.697 4.169
H -1.460 -6.383 3.762
H -1.910 -5.070 2.652
H -3.060 -5.410 5.463
H -4.261 -7.122 4.236
H -4.204 -6.199 2.717
C 5.448 3.194 -3.320
C 4.637 2.134 -2.618
C 4.376 0.903 -3.438
O 3.158 0.405 -2.850
C 2.503 1.481 -2.349
O 1.374 1.464 -1.953
O 3.294 2.580 -2.353
H 5.591 4.058 -2.671
H 6.427 2.807 -3.603
H 4.934 3.551 -4.214
H 5.102 1.884 -1.658
H 5.173 0.166 -3.358
H 4.183 1.115 -4.493
C 0.620 2.313 -8.523
C 1.066 1.578 -7.285
C 2.305 2.140 -6.638
O 2.832 0.988 -5.958
C 2.419 -0.107 -6.663
O 2.830 -1.208 -6.481
O 1.494 0.234 -7.583
H -0.280 1.847 -8.942
H 0.397 3.356 -8.291
H 1.388 2.277 -9.298
H 0.240 1.512 -6.571
H 2.086 2.941 -5.932
H 3.049 2.487 -7.358
C -0.825 -3.753 -8.294
C -1.621 -2.486 -8.105
C -2.943 -2.460 -8.826
O -3.152 -1.053 -9.006
C -1.926 -0.477 -9.056
O -1.723 0.652 -9.382
O -0.961 -1.354 -8.692
H 0.118 -3.693 -7.749
H -1.381 -4.617 -7.931
H -0.575 -3.904 -9.344
H -1.748 -2.280 -7.037
H -3.751 -2.902 -8.247
H -2.906 -2.932 -9.811
C -5.327 0.949 7.603
C -6.067 2.259 7.691
C -7.363 2.300 6.923
O -7.500 3.700 6.651
C -6.246 4.222 6.607
O -5.981 5.313 6.223
O -5.331 3.319 7.061
H -4.400 0.998 8.176
H -5.930 0.129 7.992
H -5.050 0.729 6.570
H -6.221 2.534 8.738
H -8.209 1.932 7.499
H -7.316 1.767 5.970
*
```

## Properties
highest occupied orbital energy	-0.4499	Eh

Formula: C3H7N3O
Source: OMol25
Level of theory: the ωB97M-V functional and the def2-TZVPD basis

Structure (ORCA input):
```
! wB97M-V def2-TZVPD RIJCOSX def2/J DEFGRID3
* xyz 0 1
C 0.026 -0.532 -0.591
C -2.778 -0.477 0.076
C 0.274 0.193 0.569
N 0.123 -1.838 -0.531
N -2.106 1.854 -0.565
N -2.752 0.718 -0.121
O -2.920 -1.553 0.503
H 1.057 -0.360 1.158
H 0.352 1.240 0.625
H -0.609 0.075 1.157
H 0.305 -2.394 0.344
H -1.215 1.697 -0.926
H -1.916 2.429 0.271
H -0.174 -2.499 -1.264
*
```

## Properties
energy above the lowest of the compared OMol25 structures with the same formula, charge and spin	112.0	kcal/mol
highest occupied orbital energy	-0.2996	Eh

Formula: C4H11N3
Source: OMol25
Level of theory: the ωB97M-V functional and the def2-TZVPD basis

Structure (ORCA input):
```
! wB97M-V def2-TZVPD RIJCOSX def2/J DEFGRID3
* xyz 0 1
C 0.517 0.742 1.313
C 2.080 -0.237 -1.512
C 2.202 -1.320 -0.774
H 2.941 0.283 -1.907
H 1.267 0.067 1.728
H 0.832 1.059 0.322
H 0.426 1.622 1.965
H 3.163 -1.744 -0.524
H 1.341 -1.838 -0.387
C -1.557 0.282 0.091
N -0.739 0.039 1.167
N -2.903 0.081 0.348
N -1.070 0.684 -1.014
H 1.113 0.170 -1.755
H -1.233 -0.097 2.040
H -3.474 -0.061 -0.470
H -3.146 -0.538 1.108
H -1.761 0.808 -1.739
*
```

## Properties
SMILES string	[H]/N=C(\N)NC.C=C
energy above the lowest of the compared OMol25 structures with the same formula, charge and spin	39.5	kcal/mol
highest occupied orbital energy	-0.3243	Eh

Formula: C3H10NO
Source: OMol25
Level of theory: the ωB97M-V functional and the def2-TZVPD basis

Structure (ORCA input):
```
! wB97M-V def2-TZVPD RIJCOSX def2/J DEFGRID3
* xyz 1 1
O -0.165 2.425 0.371
C -0.314 1.331 0.837
C -1.268 0.354 0.135
N -0.968 0.467 -1.331
H 0.144 1.004 1.779
H -1.116 -0.662 0.482
H -2.296 0.681 0.273
H -1.760 0.195 -1.914
H -0.738 1.455 -1.519
H -0.149 -0.080 -1.610
C 1.712 -1.428 0.510
H 0.767 -1.962 0.416
H 1.579 -0.348 0.477
H 2.345 -1.720 -0.328
H 2.227 -1.713 1.422
*
```

## Properties
energy above the lowest of the compared OMol25 structures with the same formula, charge and spin	24.5	kcal/mol
highest occupied orbital energy	-0.5652	Eh

Formula: C41H69NO23
Source: OMol25
Level of theory: the ωB97M-V functional and the def2-TZVPD basis

Structure (ORCA input):
```
! wB97M-V def2-TZVPD RIJCOSX def2/J DEFGRID3
* xyz 0 1
C 6.735 -1.575 2.409
O 5.357 -1.193 2.557
C 4.422 -1.738 1.545
C 4.271 -0.731 0.364
O 3.407 0.246 0.791
C 3.926 1.337 1.519
H 6.811 -2.660 2.480
H 7.245 -1.318 3.337
H 7.187 -1.196 1.493
H 3.440 -1.746 2.018
H 4.738 -2.725 1.205
H 3.813 -1.044 -0.574
H 5.247 -0.316 0.114
H 4.459 0.978 2.400
H 3.111 1.904 1.969
H 4.663 1.978 1.036
C -3.373 2.790 3.111
O -4.332 3.872 2.859
C -4.860 4.388 4.013
C -5.920 5.420 3.770
O -7.033 4.837 3.122
C -8.011 5.844 2.820
H -2.471 3.061 3.659
H -3.181 2.486 2.082
H -3.822 1.868 3.483
H -4.061 4.845 4.597
H -5.428 3.664 4.597
H -5.430 6.314 3.383
H -6.311 5.718 4.743
H -7.786 6.312 1.862
H -8.021 6.619 3.586
H -8.934 5.289 2.653
C 0.094 0.583 1.895
O -0.823 1.131 1.003
C -0.623 0.908 -0.403
C -1.215 -0.418 -0.903
O -0.427 -1.577 -0.744
C 0.777 -1.501 -1.538
H 0.580 -0.284 1.447
H -0.459 0.257 2.775
H 0.911 1.189 2.289
H 0.405 1.216 -0.594
H -1.292 1.717 -0.698
H -1.527 -0.416 -1.947
H -2.187 -0.650 -0.467
H 1.278 -0.536 -1.611
H 0.664 -1.936 -2.531
H 1.584 -1.928 -0.943
C -1.022 5.616 1.713
O 0.029 5.778 0.833
C 0.434 4.546 0.418
C 1.558 4.671 -0.583
O 1.102 5.503 -1.709
C 2.104 5.899 -2.667
H -1.298 6.560 2.184
H -0.695 5.076 2.602
H -1.919 5.236 1.224
H -0.414 3.988 0.020
H 0.850 3.983 1.253
H 1.944 3.703 -0.905
H 2.354 5.218 -0.079
H 2.429 5.099 -3.333
H 3.013 6.373 -2.297
H 1.620 6.570 -3.376
C 2.972 -5.375 -2.621
O 3.996 -4.487 -3.024
C 4.711 -3.959 -1.921
C 5.729 -3.023 -2.484
O 5.128 -1.906 -3.066
C 4.931 -2.099 -4.472
H 2.722 -5.974 -3.496
H 2.021 -4.942 -2.310
H 3.294 -6.093 -1.866
H 5.235 -4.715 -1.337
H 4.083 -3.412 -1.218
H 6.436 -3.531 -3.141
H 6.337 -2.629 -1.670
H 4.674 -1.197 -5.028
H 4.100 -2.767 -4.699
H 5.904 -2.420 -4.844
C -2.763 -0.960 4.393
O -3.218 0.084 4.795
N -2.836 -1.519 3.164
C -2.121 -2.782 2.859
C -3.811 -1.139 2.167
H -2.149 -1.572 5.072
H -1.503 -3.289 3.599
H -1.524 -2.668 1.954
H -2.923 -3.437 2.518
H -4.531 -0.398 2.515
H -3.379 -0.560 1.350
H -4.408 -1.927 1.709
C -4.811 -0.561 -5.892
C -3.569 -0.754 -6.456
C -2.293 -0.546 -5.756
O -1.117 -0.892 -6.068
C -2.475 0.101 -4.410
C -3.693 0.279 -3.867
C -4.966 -0.069 -4.476
O -6.066 -0.037 -3.972
O -3.896 0.831 -2.652
O -3.364 -1.271 -7.625
H -5.752 -0.971 -6.230
H -1.541 0.212 -3.879
H -4.852 0.838 -2.563
H -2.513 -1.127 -8.045
C -4.064 -3.540 -3.938
C -2.861 -3.518 -3.388
C -1.671 -4.331 -3.842
O -0.552 -4.390 -3.337
C -2.071 -5.183 -4.940
C -3.294 -5.146 -5.541
C -4.394 -4.270 -5.146
O -5.544 -4.114 -5.743
O -3.407 -5.998 -6.602
O -2.602 -2.693 -2.318
H -4.804 -2.972 -3.394
H -1.310 -5.854 -5.311
H -3.924 -5.713 -7.359
H -1.694 -2.776 -2.019
C 5.075 -0.798 5.961
C 4.109 -1.531 5.418
C 2.824 -0.931 4.854
O 1.952 -1.527 4.192
C 2.807 0.547 4.943
C 3.854 1.261 5.323
C 5.164 0.640 5.964
O 6.164 1.301 6.284
O 3.896 2.578 5.250
O 4.194 -2.916 5.294
H 5.923 -1.396 6.261
H 1.932 1.111 4.658
H 4.733 2.883 5.609
H 3.681 -3.162 4.521
*
```

## Properties
SMILES string	O=C1C=C(O)C(=O)C=C1O.O=C1C=C(O)C(=O)C=C1O.O=C1C=C(O)C(=O)C=C1O.CN(C)C=O.COCCOC.COCCOC.COCCOC.COCCOC.COCCOC
energy above the lowest of the compared OMol25 structures with the same formula, charge and spin	79.1	kcal/mol
highest occupied orbital energy	-0.3377	Eh

Formula: C4H9NO
Source: OMol25
Level of theory: the ωB97M-V functional and the def2-TZVPD basis

Structure (ORCA input):
```
! wB97M-V def2-TZVPD RIJCOSX def2/J DEFGRID3
* xyz 0 1
C -1.162 -0.684 1.618
C 0.105 1.112 -1.720
N 1.482 -0.081 0.142
C -0.928 0.069 0.369
C 0.057 0.507 -0.359
O 1.623 -1.476 -0.089
H 1.663 -1.828 0.815
H 2.221 0.386 -0.391
H -1.767 0.840 -0.027
H -1.772 -0.092 2.308
H -0.218 -0.923 2.110
H -1.688 -1.618 1.407
H 0.684 2.040 -1.698
H -0.897 1.346 -2.092
H 0.598 0.402 -2.393
*
```

## Properties
SMILES string	C/C=C(/C)NO
energy above the lowest of the compared OMol25 structures with the same formula, charge and spin	95.4	kcal/mol
highest occupied orbital energy	-0.3239	Eh

Formula: C13H32CuNO5
Source: OMol25
Level of theory: the ωB97M-V functional and the def2-TZVPD basis

Structure (ORCA input):
```
! wB97M-V def2-TZVPD RIJCOSX def2/J DEFGRID3
* xyz -1 2
Cu 0.286 0.928 0.034
C 1.261 -0.879 -3.855
C 2.031 -0.443 -2.622
O 1.263 0.519 -1.937
H 0.993 -0.004 -4.447
H 0.376 -1.410 -3.504
H 1.850 -1.567 -4.463
H 2.954 0.029 -2.959
H 2.344 -1.300 -2.025
C 4.336 0.713 0.291
C 3.486 0.908 1.508
O 2.108 1.077 1.279
H 5.393 0.862 0.512
H 4.086 1.409 -0.510
H 4.282 -0.279 -0.158
H 3.908 1.693 2.135
H 3.615 0.024 2.134
C -0.827 4.597 0.415
C -1.869 3.586 0.998
C -3.159 3.631 0.282
O -1.320 2.229 0.908
H 0.182 4.305 0.706
H -0.969 5.541 0.940
H -0.871 4.788 -0.657
H -2.074 3.920 2.015
H -3.179 3.095 -0.667
H -3.535 4.650 0.191
H -3.855 3.076 0.911
C -2.213 0.926 -2.429
O -1.716 0.298 -1.253
C -1.854 -1.113 -1.215
C -1.578 -1.600 0.201
N -0.210 -1.220 0.718
C -0.007 -1.425 2.154
C -0.310 -2.819 2.681
O 0.472 -3.767 1.903
C 0.058 -5.153 2.055
H -1.797 0.538 -3.358
H -1.851 1.952 -2.358
H -3.291 0.822 -2.550
H -1.238 -1.679 -1.914
H -2.857 -1.482 -1.431
H -1.793 -2.668 0.174
H -2.260 -1.226 0.964
H 0.364 -1.957 0.335
H -0.652 -0.769 2.740
H 1.017 -1.154 2.410
H -1.388 -2.868 2.830
H 0.153 -2.897 3.665
H 0.338 -5.531 3.039
H 0.543 -5.697 1.244
H -1.025 -5.208 1.941
*
```

## Properties
⟨S²⟩	0.755
energy above the lowest of the compared OMol25 structures with the same formula, charge and spin	0.0	kcal/mol
highest occupied orbital energy (spin up / spin down)	-0.1540 / -0.1437	Eh

Formula: C29H29BrCoN5S
Source: OMol25
Level of theory: the ωB97M-V functional and the def2-TZVPD basis

Structure (ORCA input):
```
! wB97M-V def2-TZVPD RIJCOSX def2/J DEFGRID3
* xyz 2 1
Co -0.522 -0.800 -0.672
C 2.396 3.335 1.636
C 2.229 2.878 3.086
C 1.548 4.005 3.876
C 3.621 2.604 3.672
C 1.383 1.613 3.194
C 1.142 1.052 4.467
C 0.370 -0.071 4.650
C -0.178 -0.679 3.521
S -1.221 -2.067 3.421
C -1.272 -1.894 1.730
N -0.551 -0.903 1.245
C 0.066 -0.163 2.250
C 0.833 0.993 2.086
C -2.037 -2.642 0.746
C -2.872 -3.719 1.012
C -3.572 -4.300 -0.034
C -3.436 -3.807 -1.323
C -2.594 -2.728 -1.596
C -1.879 -2.151 -0.561
H 3.002 4.240 1.609
H 1.438 3.576 1.168
H 2.914 2.584 1.032
H 2.146 4.915 3.811
H 1.445 3.756 4.932
H 0.555 4.223 3.481
H 4.238 3.499 3.589
H 4.124 1.793 3.142
H 3.574 2.337 4.728
H 1.569 1.527 5.339
H 0.192 -0.463 5.642
H 0.964 1.419 1.102
H -2.982 -4.103 2.019
H -4.229 -5.137 0.157
H -3.992 -4.263 -2.131
H -2.512 -2.376 -2.614
Br 3.057 -4.558 -5.724
C 1.945 -3.385 -4.777
C 1.542 -2.190 -5.369
C 0.724 -1.316 -4.678
C 0.300 -1.648 -3.392
C 0.713 -2.836 -2.796
C 1.536 -3.709 -3.489
N -0.533 -0.786 -2.624
C -1.251 0.145 -3.125
C -1.985 0.978 -2.171
C -2.848 1.994 -2.529
C -3.469 2.717 -1.514
C -3.202 2.397 -0.195
C -2.325 1.360 0.091
N -1.725 0.671 -0.878
H 1.883 -1.940 -6.364
H 0.462 -0.375 -5.141
H 0.354 -3.120 -1.812
H 1.849 -4.639 -3.037
H -1.341 0.333 -4.190
H -3.035 2.216 -3.570
H -4.153 3.518 -1.759
H -3.666 2.933 0.620
H -2.096 1.072 1.107
N 1.749 0.898 -1.548
N 1.532 -0.290 -0.753
H 2.747 1.072 -1.636
H 1.360 1.685 -1.040
H 2.001 -0.229 0.151
H 1.973 -1.051 -1.270
*
```

## Properties
highest occupied orbital energy (spin up / spin down)	-0.5131 / -0.5133	Eh